# C29H29CoN3Si

C29H29CoN3Si as an isolated structure (ωB97M-V/def2-TZVPD, the Open Molecules 2025 dataset).

Element x y z (Å)
Co (0.0843, 1.0074, 1.3901)
Si (0.0889, 0.8157, -1.7521)
N (0.1862, -0.5686, 2.7538)
N (1.9076, 0.2258, 1.0781)
N (1.2926, -1.3481, 2.7197)
C (4.2608, -1.2600, 0.5761)
C (-1.7102, 1.8298, 1.2446)
C (-0.7964, 2.6478, 0.5137)
C (-1.4456, 1.0499, -2.8078)
C (2.8185, 0.6394, 0.1543)
C (-2.0624, -0.9488, 3.8848)
C (1.2188, -1.5588, -3.2906)
C (-0.0078, 2.5367, 2.6858)
C (1.2303, -0.2178, -2.8439)
C (3.2116, -1.1077, -4.6327)
C (2.1975, -1.9717, -4.2008)
C (-3.7138, 1.7482, -3.1920)
C (-0.6433, -2.0081, 6.0786)
C (-1.2632, 1.8346, 2.6086)
C (3.3866, -1.6722, 1.5520)
C (-0.6400, -1.0460, 3.8221)
C (2.2174, -0.9214, 1.7967)
C (3.9453, -0.1232, -0.1759)
C (-3.5132, 1.7344, -4.5660)
C (0.3050, 3.0155, 1.3479)
C (-2.2707, 1.3328, -5.0570)
C (-2.0442, -1.8686, 6.1476)
C (-2.7037, 1.4105, -2.2851)
C (-2.7418, -1.3344, 5.0500)
C (-2.2014, -2.1446, 0.3126)
C (-1.2464, 0.9501, -4.1976)
C (0.0352, -1.6187, 4.9206)
C (3.2423, 0.2122, -4.1721)
C (2.2321, 0.6658, -3.3205)
H (-2.6527, 1.3634, 0.8765)
H (-2.5782, -2.0495, -0.7948)
H (-2.5999, -0.6029, 2.9950)
H (-0.0854, -2.4356, 6.9185)
H (0.4590, -2.2425, -2.9060)
H (-1.1742, -1.7830, 0.5994)
H (3.9735, -1.4472, -5.3342)
H (-3.8290, -1.2090, 5.1067)
H (-1.7873, 1.3501, 3.4364)
H (3.5151, -2.5078, 2.2408)
H (-2.5853, -2.1130, 7.0760)
H (-2.0831, 1.3135, -6.1158)
H (2.6150, 1.6201, -0.3288)
H (-1.9437, -3.2117, 0.4967)
H (2.2635, 1.7292, -3.0184)
H (0.7875, 2.1097, -1.7517)
H (-1.0383, 2.9516, -0.5075)
H (0.6873, 2.6250, 3.5262)
H (1.1171, -1.7675, 4.8655)
H (-4.3134, 2.0097, -5.2575)
H (-2.8666, 1.3826, -1.2018)
H (1.1630, 3.5775, 0.9428)
H (-0.3110, 0.5379, -4.5879)
H (-4.6739, 2.0439, -2.8020)
H (5.1673, -1.8180, 0.4075)
H (4.0243, 0.9160, -4.4676)
H (-2.8504, -1.4526, 1.0288)
H (4.5630, 0.1671, -1.0244)
H (2.1797, -2.9954, -4.5618)

Computed properties:
HOMO level (spin up / spin down) ... -0.338 / -0.393 Eh
2S+1 ... 5
E ... -80506.5281 eV
LUMO level (spin up / spin down) ... -5.78 / -5.77 eV
Charge ... +1

***

# C53H56AsN5PSZn

C53H56AsN5PSZn as an isolated structure (ωB97M-V/def2-TZVPD, the Open Molecules 2025 dataset).

Element x y z (Å)
As (0.7685, -2.4100, -1.0212)
Zn (1.2096, 0.4169, 0.4633)
S (1.6835, 0.8717, -1.7761)
P (-1.7788, 1.3976, 0.7382)
N (0.9348, 0.4054, 2.2423)
N (-2.9058, 2.0667, -3.1589)
N (-2.6093, 0.9768, -4.0365)
N (-2.0932, 1.7480, -1.9751)
N (-1.5304, 0.4626, -2.1563)
C (3.8300, -0.4100, 4.4533)
C (-0.1969, 3.5129, -0.1729)
C (0.8266, 5.1828, 1.2253)
C (-4.6797, 0.8060, -2.0108)
C (-3.6609, 3.1046, -0.7578)
C (-2.5677, 1.2225, -5.4570)
C (0.0887, -3.8616, -3.4336)
C (0.6435, -4.9398, 2.3079)
C (-1.7864, 0.1148, -3.3457)
C (0.6362, 4.6128, -0.0242)
C (-3.0973, 1.4700, 2.0266)
C (0.6621, -4.0227, -2.1751)
C (1.7196, 0.0128, 3.2637)
C (0.0148, -4.9142, -4.3346)
C (1.0832, -6.3380, -2.7303)
C (4.6733, -2.4834, -2.6301)
C (4.5616, 0.1887, 1.2473)
C (-4.7469, 2.5499, 3.4263)
C (3.4491, 2.3339, 1.9937)
C (4.0267, 0.9844, 2.4422)
C (-4.5969, 0.1577, 3.4034)
C (-3.9429, 0.6617, -0.9176)
C (-5.2010, 1.3145, 3.8697)
C (-0.8721, 2.9809, 0.9282)
C (-1.6150, 3.5903, -5.5178)
C (2.5193, -1.8319, -1.7103)
C (2.7392, -0.5068, -2.1243)
C (-4.4390, 3.2521, -1.8183)
C (-1.0851, 0.7485, 4.4828)
C (3.1462, 0.1630, 3.3836)
C (1.2791, -3.3359, 0.6195)
C (-0.0740, 1.6072, -5.5795)
C (0.5183, -6.1595, -3.9856)
C (3.9003, -0.2262, -2.8598)
C (3.1977, -1.0658, 5.4962)
C (4.8466, -1.1965, -3.1238)
C (3.5126, -2.7848, -1.9423)
C (-1.4478, 2.1417, -5.9751)
C (-0.4417, -0.6417, 4.5422)
C (-0.6649, 3.5550, 2.1825)
C (1.1506, -5.2809, -1.8327)
C (2.4703, -3.1157, 1.2953)
C (1.0718, -0.5698, 4.4237)
C (2.7520, -3.8007, 2.4708)
C (1.8054, -1.0872, 5.4751)
C (-4.3837, 2.0787, -2.7616)
C (0.3548, -4.2365, 1.1503)
C (1.8467, -4.7240, 2.9694)
C (-1.0666, -1.5727, 3.4972)
C (-2.9330, 1.7779, -0.7159)
C (0.1728, 4.6500, 2.3270)
C (-3.5560, 0.2386, 2.4899)
C (-3.7010, 2.6274, 2.5198)
H (-4.9611, 2.2107, -3.6730)
H (-0.7364, 1.2401, 3.5741)
H (-0.8604, -1.1825, 2.4991)
H (-0.6385, -2.5722, 3.5719)
H (-0.3179, 3.0585, -1.1486)
H (-5.3565, 0.0609, -2.4060)
H (-0.4362, -4.7632, -5.3078)
H (5.3018, 0.7706, 0.6898)
H (1.2689, -1.5283, 6.3120)
H (0.4652, -6.9851, -4.6843)
H (-2.1496, -1.6435, 3.6503)
H (-0.8827, 4.2294, -6.0162)
H (3.6726, -3.5966, 3.0002)
H (5.0305, -0.7386, 1.5845)
H (5.7280, -0.9455, -3.7020)
H (-0.7944, 1.3491, 5.3489)
H (4.2672, 3.0095, 1.7235)
H (-5.2065, 3.4600, 3.7919)
H (3.7576, -1.4944, 6.3185)
H (4.9128, -0.3051, 4.4834)
H (5.4206, -3.2491, -2.7965)
H (1.4969, 6.0249, 1.3447)
H (0.0522, 1.5959, -4.4943)
H (-3.9242, -0.2259, -0.2989)
H (0.7156, 2.2373, -5.9920)
H (2.0633, -5.2545, 3.8884)
H (-0.0804, -5.6386, 2.7098)
H (-1.5359, 2.1153, -7.0682)
H (3.1821, -2.3900, 0.9200)
H (4.0436, 0.7894, -3.2072)
H (-1.1345, 3.1281, 3.0586)
H (-0.6579, -1.0667, 5.5291)
H (-5.0295, 4.1312, -2.0374)
H (-3.0728, -0.6659, 2.1393)
H (-0.3041, -2.8903, -3.7183)
H (2.8622, 2.7936, 2.7903)
H (-3.5320, 3.8511, 0.0088)
H (3.3721, -3.7938, -1.5738)
H (1.4794, -7.3061, -2.4482)
H (1.5901, -5.4437, -0.8561)
H (-3.5376, 1.6274, -5.7606)
H (0.3260, 5.0766, 3.3106)
H (-4.9269, -0.8091, 3.7626)
H (-1.4716, 3.6727, -4.4416)
H (-0.5938, -4.3893, 0.6451)
H (-2.4608, 0.2382, -5.9204)
H (-3.3406, 3.6008, 2.2179)
H (-6.0118, 1.2580, 4.5851)
H (2.8023, 2.2486, 1.1221)
H (0.0814, 0.5893, -5.9465)
H (-1.3854, -0.7790, -3.8003)
H (3.7646, -0.0698, 0.5509)
H (-2.6139, 3.9669, -5.7507)
H (1.1496, 5.0122, -0.8898)
H (4.9037, 1.2357, 3.0478)
H (-2.1771, 0.6740, 4.4637)

Computed properties:
HOMO level ... -0.104 Eh
E ... -192698.3357 eV
LUMO level ... 2.28 eV
Charge ... -1

***

# C45H113N7O15

A 8-piece molecular cluster, C45H113N7O15 overall (ωB97M-V/def2-TZVPD, the Open Molecules 2025 dataset).

Element x y z (Å)
O (2.4037, -3.7947, -8.3247)
O (-8.6099, 0.5865, 8.1281)
O (1.4403, 3.2021, 0.1425)
O (-5.5663, -2.4694, -0.5353)
O (6.9973, 3.7583, 0.2002)
O (-5.3558, -1.1344, -7.0351)
O (8.0378, -0.6413, -5.0254)
O (-5.3752, 6.1498, 5.0137)
O (-1.4307, -0.4669, -2.9637)
O (-7.7454, 4.8989, 11.5594)
O (4.7749, -5.9233, -3.4331)
O (10.6559, -4.6033, -5.1375)
O (-1.6416, 10.8429, 7.5370)
O (2.2760, -2.3249, 1.3660)
O (-0.4423, -6.2134, -1.5169)
N (-3.3558, 8.2940, 7.3485)
N (-4.4883, -0.4347, -2.5872)
N (-0.1298, -4.5289, 0.6124)
N (4.3304, 4.3923, 1.2328)
N (3.9025, -5.5750, -6.3102)
N (10.2433, -2.2400, -7.0523)
N (-8.6029, 2.2357, 10.6056)
C (-0.4177, -0.6827, -3.9479)
C (1.8787, -5.0000, -7.8013)
C (-4.4986, 7.8355, 6.5631)
C (-4.1816, 6.5594, 5.7421)
C (-0.5621, 11.3078, 8.2615)
C (-1.4708, -5.0020, 0.3648)
C (5.4558, 4.1122, 2.1544)
C (-7.5784, 1.5118, 8.4129)
C (-2.6363, 10.4071, 8.3664)
C (-5.6817, -3.1352, 0.7323)
C (8.0797, 3.0808, -0.2940)
C (-8.1551, -0.4452, 7.3092)
C (2.9773, -6.0413, -7.3807)
C (-6.6207, -2.8826, -6.5718)
C (-5.4793, -2.4338, -7.3861)
C (-0.6723, -7.0052, -2.6508)
C (-3.6957, 9.6979, 7.5442)
C (-9.5078, 3.2016, 11.2214)
C (6.6908, 3.4131, 1.5197)
C (-1.5636, -5.3986, -1.1501)
C (-5.6574, -1.0751, -0.3776)
C (11.7732, -4.5679, -4.2536)
C (-4.1968, -3.1021, -7.1505)
C (1.0894, 4.1220, 1.1573)
C (1.7760, -3.4085, -9.4183)
C (0.3070, -3.4081, -0.1086)
C (-2.3383, 0.6223, -3.0738)
C (9.2921, -0.3017, -5.7644)
C (11.3160, -3.2722, -7.0269)
C (-8.2933, 2.6820, 9.2551)
C (5.5988, -6.1981, -4.6109)
C (6.9910, -0.8785, -5.9787)
C (1.7931, -2.9387, 0.1609)
C (2.7904, 3.3503, -0.2843)
C (-5.1786, 5.0826, 4.1083)
C (-7.9458, 6.3178, 11.6951)
C (-5.7772, -0.4880, -1.8041)
C (2.0945, -3.0567, 2.5927)
C (10.2668, -1.4862, -5.7744)
C (3.5713, -6.7053, -3.3166)
C (3.8666, 3.1178, 0.7234)
C (10.9695, -4.7111, -6.5549)
C (-8.7678, 4.0939, 12.2713)
C (4.8929, -6.5626, -5.9405)
C (-3.5053, 0.5271, -2.0187)
H (-2.8185, 0.7354, -4.0458)
H (9.3692, -2.7458, -7.0375)
H (6.5125, 2.3581, 1.7276)
H (-2.2337, -4.2598, 0.5997)
H (-3.0239, 11.2926, 8.8701)
H (-1.7069, -7.1372, -2.9676)
H (-0.6860, -1.0579, -4.9355)
H (11.5650, -4.6351, -3.1857)
H (1.0379, -3.1226, 2.8522)
H (-5.2314, -1.1175, -6.0834)
H (-0.0235, 10.7473, 9.0256)
H (0.4241, -5.2834, 0.2329)
H (-3.9496, 5.7281, 6.4078)
H (2.0880, -2.3152, -0.6831)
H (-4.7238, 4.2284, 4.6099)
H (6.1130, -5.2417, -4.7059)
H (-1.7260, -5.8104, 1.0499)
H (-5.3791, 7.6226, 7.1694)
H (-4.8173, -0.6619, 0.1806)
H (2.9253, 4.1476, -1.0153)
H (3.4612, 2.3713, 1.4064)
H (-6.2099, 0.5108, -1.7475)
H (8.1529, 3.4442, -1.3191)
H (2.8666, 2.4047, -0.8211)
H (5.7788, 5.0843, 2.5267)
H (-6.4000, -3.0812, -5.5230)
H (2.5070, -6.9541, -7.0152)
H (-8.9589, -1.0192, 6.8483)
H (6.4861, 0.0337, -6.2967)
H (2.5456, -4.0489, 2.6095)
H (-5.4387, -4.1978, 0.7258)
H (-3.1937, 7.8478, 8.2399)
H (-3.8577, 1.5365, -1.8064)
H (11.7949, -3.4226, -7.9944)
H (-9.4573, 4.6673, 12.8909)
H (-5.0919, -2.7168, 1.5479)
H (-7.8418, 1.8855, 11.1695)
H (-6.5391, -0.7191, 0.1553)
H (-6.1890, 4.7489, 3.8721)
H (2.0595, -2.3656, -9.5605)
H (2.4707, -3.7925, 0.1672)
H (-3.8759, -2.9133, -6.1260)
H (-0.1261, -6.5597, -3.4822)
H (3.6732, -6.3352, -8.1665)
H (-7.5518, -2.3159, -6.5754)
H (1.1671, 5.1226, 0.7319)
H (9.7943, 0.4733, -5.1853)
H (0.7017, -3.4496, -9.2391)
H (-8.9114, 6.5249, 11.2338)
H (-3.0318, 0.1795, -1.1005)
H (-7.4376, 3.3544, 9.3178)
H (-4.7579, 8.5930, 5.8236)
H (12.4014, -3.6850, -4.3718)
H (4.6148, -7.6158, -5.9811)
H (1.9076, 4.0612, 1.8749)
H (-7.9407, 6.5480, 12.7605)
H (-6.9680, -3.8418, -6.9558)
H (6.1914, -1.4424, -5.4983)
H (-7.5886, -0.0845, 6.4506)
H (3.6065, -4.9272, -5.5941)
H (-0.0288, 0.3161, -4.1457)
H (3.8742, -7.7517, -3.3545)
H (2.0349, -4.1146, -10.2072)
H (-7.1882, 1.9265, 7.4834)
H (-3.4847, -2.9052, -7.9519)
H (3.1430, -6.5569, -2.3254)
H (-0.8108, 12.2697, 8.7099)
H (-5.7040, -2.6380, -8.4329)
H (-6.8101, 1.1020, 9.0685)
H (-7.1806, 7.0137, 11.3512)
H (5.2314, 3.4440, 2.9859)
H (-4.3504, -4.1726, -7.2864)
H (-3.7671, 10.1927, 6.5756)
H (7.7062, 2.0574, -0.3293)
H (11.2814, -1.0999, -5.6769)
H (1.3235, -5.6010, -8.5214)
H (0.2288, 3.9270, 1.7971)
H (9.2045, 0.0982, -6.7746)
H (10.2076, -2.1196, -4.8893)
H (-4.6708, 5.4045, 3.1992)
H (-9.1091, 3.0985, 8.6642)
H (0.3577, -1.3600, -3.5898)
H (-2.5684, -5.8152, -1.2195)
H (-6.5961, -0.9675, -2.3404)
H (1.1868, -4.7703, -6.9909)
H (5.7007, -6.4502, -6.6636)
H (-1.5834, -4.5803, -1.8699)
H (7.3303, -1.4141, -6.8653)
H (8.9629, 3.0925, 0.3446)
H (6.2661, -6.9914, -4.2740)
H (-1.7886, 1.5587, -2.9789)
H (-4.5874, 9.8259, 8.1578)
H (2.9021, -6.5231, -4.1575)
H (-10.1431, 2.5319, 11.8010)
H (12.5451, -5.2500, -4.6097)
H (-0.2822, -2.5335, 0.1672)
H (-6.7085, -3.0307, 1.0828)
H (0.1783, -3.4875, -1.1881)
H (0.2298, 11.4114, 7.5197)
H (-0.2203, -7.9686, -2.4151)
H (-3.9368, -1.2807, -2.5748)
H (-8.3374, 3.3328, 12.9222)
H (4.6211, 2.7032, 0.0549)
H (-2.2617, 9.7866, 9.1804)
H (2.4257, -2.5010, 3.4699)
H (4.5753, 4.9324, 0.4153)
H (10.1685, -5.1343, -7.1611)
H (-10.0961, 3.8054, 10.5304)
H (12.2259, -2.9417, -6.5259)
H (11.8375, -5.3024, -6.8462)
H (-3.3010, 6.8458, 5.1670)
H (7.4303, 3.5784, 2.3032)
H (-7.6003, -1.2353, 7.8151)

Computed properties:
HOMO level ... -0.297 Eh
E ... -89622.4699 eV
LUMO level ... 0.36 eV
Charge ... 0

***

# C10H33BO5Pt

C10H33BO5Pt as an isolated structure (ωB97M-V/def2-TZVPD, the Open Molecules 2025 dataset).

Element x y z (Å)
Pt (-0.2188, 0.5509, 0.4799)
O (-1.1841, -1.4772, 0.5815)
O (0.6556, 2.4758, -0.1963)
O (0.9710, 0.3051, 2.3605)
O (1.4855, -0.4480, -0.4929)
O (-1.1253, 0.4138, -1.5853)
C (-3.1762, 1.0827, -2.7377)
C (-0.4012, -0.2185, 4.3818)
C (-0.9258, -3.2813, -0.7717)
C (0.8228, -0.4588, 3.5479)
C (2.8055, 3.1121, -1.0501)
C (-0.4785, -2.6501, 0.5548)
C (1.9601, 2.7649, 0.1770)
C (2.1145, -0.7896, -1.7197)
C (-2.4704, -0.0235, -1.9652)
C (2.5495, -2.2839, -1.7533)
B (-2.1013, 1.6304, 1.3748)
H (-1.3619, 1.7571, 2.1503)
H (1.7303, -2.9534, -1.4910)
H (-1.7016, 2.1121, 0.4959)
H (-3.4009, 1.8910, -2.0418)
H (1.6429, -0.3524, 4.2580)
H (-1.9914, -3.5047, -0.7200)
H (-2.5456, 1.4586, -3.5434)
H (-0.7411, 0.6780, -2.4245)
H (-4.1261, 0.7101, -3.1212)
H (-0.3297, -4.1730, -0.9656)
H (-2.9995, 2.1543, 1.6628)
H (-0.9452, -2.6149, -1.6340)
H (-0.3764, 0.8360, 4.6568)
H (-2.9533, -0.2610, -1.0173)
H (2.1195, -0.6861, 0.1874)
H (0.5942, -2.4615, 0.5129)
H (2.8597, -2.7053, -2.7095)
H (2.3795, 3.9022, -1.6683)
H (0.9026, -1.4854, 3.1902)
H (-0.4797, -0.7374, 5.3371)
H (-2.2297, 0.5937, 1.1045)
H (1.9971, 3.6707, 0.7824)
H (-2.0646, -1.6972, 0.8944)
H (-1.3564, -0.3278, 3.8683)
H (-2.4443, -0.9553, -2.5301)
H (1.4172, -0.6659, -2.5483)
H (-0.6808, -3.2865, 1.4163)
H (2.4189, 1.9880, 0.7886)
H (3.7972, 3.4374, -0.7356)
H (0.3364, 3.2629, -0.6435)
H (2.9617, -0.1368, -1.9300)
H (2.8933, 2.2372, -1.6943)
H (3.3946, -2.3895, -1.0730)

Computed properties:
HOMO level (spin up / spin down) ... -0.254 / -0.262 Eh
2S+1 ... 3
E ... -25057.2294 eV
LUMO level (spin up / spin down) ... 0.09 / 0.07 eV
Charge ... 0

***

# C4H5ClO3

One molecule with the formula C4H5ClO3 (ωB97M-V/def2-TZVPD, the Open Molecules 2025 dataset).

Element x y z (Å)
Cl (1.0738, 2.2115, -0.0362)
O (-1.3545, 0.6403, -0.0181)
O (3.4073, 0.2089, 0.1598)
O (2.1283, -1.6012, -0.1044)
C (-0.2618, -0.1184, -0.0612)
C (0.9525, 0.4770, -0.0668)
C (-2.4967, -0.2174, 0.0277)
C (2.1852, -0.4050, -0.0182)
H (3.1903, 1.2409, -0.2606)
H (-2.5481, -0.9090, -0.7580)
H (-3.3315, 0.5032, 0.1317)
H (-2.4854, -0.8082, 0.9876)
H (-0.4595, -1.2226, 0.0167)

Computed properties:
HOMO level ... -0.345 Eh
E ... -22892.4734 eV
LUMO level ... 0.56 eV
Charge ... 0

***

# C7H10O3

A 2-piece molecular cluster, C7H10O3 overall (ωB97M-V/def2-TZVPD, the Open Molecules 2025 dataset).

Element x y z (Å)
O (2.9654, -1.0833, -1.2716)
O (3.8933, 0.3858, 0.2344)
O (0.8800, -1.2708, 0.9503)
C (-0.1851, -0.9694, 0.2040)
C (-1.8380, 0.7447, -0.5721)
C (-0.0368, 1.2016, 1.1025)
C (-0.7408, -1.9822, -0.7769)
C (-0.6639, 0.2614, 0.2042)
C (3.4521, -0.4131, -0.4573)
C (-0.2731, 2.5366, 1.1945)
H (0.4963, 3.0400, 1.7267)
H (-0.0640, -2.9013, -0.8637)
H (0.9866, -2.2621, 1.1473)
H (-1.7391, -2.1905, -0.5284)
H (0.6372, 0.6475, 1.7914)
H (-1.4947, 1.1440, -1.5586)
H (-0.8335, -1.6209, -1.8477)
H (-2.1302, 1.7029, -0.1552)
H (-2.5791, 0.0336, -0.8306)
H (-0.7328, 2.9954, 0.3067)

Computed properties:
HOMO level (spin up / spin down) ... -0.175 / -0.344 Eh
2S+1 ... 3
E ... -13559.2286 eV
LUMO level (spin up / spin down) ... 0.43 / -1.56 eV
Charge ... 0